The following is a DFT calculation (ωB97M-V/def2-TZVPD) of a structure of composition C4H7NO.

Each line ends with the natural charge from an NBO analysis.
Positions of all 13 atoms, in Å:
H: 1.4055 -1.4482 -0.2598  0.19
C: 0.4723 -0.9663 -0.5785  -0.25
C: -0.1488 -0.0308 0.4591  0.11
N: 0.6169 0.1709 -1.5204  -0.61
C: -0.0357 0.0689 1.9215  -0.20
C: -0.0418 1.0971 -0.5685  -0.25
H: 1.5853 0.4144 -1.6711  0.36
H: -0.2193 -1.7305 -0.9474  0.20
H: 0.2646 -0.9376 2.2664  0.12
H: -1.0028 1.4647 -0.9507  0.19
O: -1.4611 -0.4276 0.9753  -0.58
H: -1.9918 0.3733 1.1017  0.51
H: 0.5567 1.9516 -0.2276  0.20

Force components x, y, z for each atom (eV/Å):
-0.2 0.1 -0.1
0.0 -0.2 0.2
0.1 0.1 0.0
0.1 0.0 -0.1
0.1 -0.2 -0.1
-0.1 0.2 0.1
0.0 0.0 -0.1
0.1 0.1 0.1
-0.1 0.1 0.0
0.1 0.0 0.1
-0.2 0.1 0.0
0.1 -0.1 0.0
-0.1 -0.2 -0.1

The HOMO energy comes out at -0.3119 Eh. The total charge is 0. The LUMO energy comes out at 0.796 eV. For the energy relative to the best compared isomer or geometry (same formula, charge and spin), the calculation gives 132.48 kcal/mol.